A molecular structure, C36H27BrN6O5SSeZn at a distorted geometry, computed with wB97M-V/def2-TZVPD.

Last column: Löwdin charge in e.
Positions of all 78 atoms, in Å:
Zn -18.720 11.462 -7.508  0.66
Br -27.062 2.670 -2.704  0.67
C -25.894 4.011 -3.355  -0.71
C -24.552 3.951 -2.991  -0.15
C -23.689 4.869 -3.528  -0.04
C -24.184 5.843 -4.396  -0.28
C -25.563 5.906 -4.745  -0.03
C -26.394 4.980 -4.213  -0.16
N -23.332 6.777 -4.895  0.00
N -23.850 7.713 -5.644  0.07
C -23.007 8.617 -6.186  -0.27
C -23.621 9.679 -6.862  -0.02
C -22.877 10.701 -7.407  -0.01
C -21.465 10.800 -7.264  -0.33
O -20.773 11.827 -7.572  -0.03
C -20.830 9.667 -6.651  -0.11
N -19.471 9.656 -6.722  0.08
C -18.800 8.608 -6.212  -0.10
C -19.444 7.623 -5.512  -0.04
C -20.831 7.696 -5.303  0.00
C -21.584 8.616 -6.019  -0.07
H -24.169 3.222 -2.265  0.10
H -22.645 4.862 -3.237  0.11
H -25.923 6.728 -5.353  0.10
H -27.451 4.983 -4.455  0.10
H -24.710 9.621 -7.002  0.12
H -23.386 11.461 -8.025  0.12
H -17.711 8.549 -6.403  0.13
H -18.811 6.817 -5.093  0.11
H -21.343 6.946 -4.681  0.09
N -17.346 11.695 -6.218  0.06
C -16.432 11.189 -5.557  -0.39
C -16.625 10.986 -4.079  -0.17
C -17.541 11.785 -3.391  -0.04
C -17.923 11.448 -2.116  -0.10
C -17.337 10.336 -1.503  -0.12
C -16.411 9.566 -2.181  -0.11
C -16.039 9.891 -3.469  -0.06
C -15.143 10.709 -6.150  -0.17
C -13.903 10.670 -5.504  -0.07
C -12.757 10.254 -6.142  -0.11
C -12.826 9.834 -7.461  -0.11
C -14.061 9.760 -8.089  -0.08
C -15.214 10.207 -7.449  -0.03
H -18.017 12.663 -3.866  0.12
H -18.677 12.034 -1.587  0.10
H -17.674 10.036 -0.515  0.09
H -16.017 8.677 -1.715  0.09
H -15.331 9.303 -4.014  0.10
H -13.818 11.050 -4.483  0.11
H -11.786 10.350 -5.626  0.10
H -11.922 9.603 -8.006  0.09
H -14.123 9.348 -9.093  0.10
H -16.150 10.146 -7.998  0.10
C -17.569 16.074 -7.440  -0.05
N -17.341 15.762 -8.860  -0.10
C -16.542 14.791 -9.436  -0.87
Se -15.095 14.079 -8.534  0.44
N -16.758 14.644 -10.769  0.04
C -17.681 15.638 -11.047  -0.24
C -18.300 15.914 -12.285  -0.04
C -19.467 16.642 -12.220  -0.15
C -20.016 17.094 -11.026  -0.14
C -19.321 16.999 -9.825  -0.04
C -18.141 16.280 -9.879  -0.19
H -16.606 15.889 -6.928  0.04
H -18.393 15.449 -7.051  0.09
H -17.882 17.144 -7.323  0.08
H -17.048 12.858 -11.090  -0.03
H -17.901 15.550 -13.234  0.10
H -20.026 16.802 -13.155  0.09
H -20.987 17.594 -11.039  0.08
H -19.695 17.359 -8.863  0.10
O -17.129 11.947 -10.970  -0.15
S -18.544 11.677 -10.322  0.49
O -18.395 10.325 -9.702  -0.38
O -18.550 12.718 -9.134  -0.41
O -19.619 11.745 -11.288  -0.31

- highest occupied orbital energy (hartree) = -0.0462
- net charge = -2
- frontier orbital gap (eV) = 4.2



A molecular structure, C36H27BrN7O4SYb at a distorted geometry, computed with wB97M-V/def2-TZVPD.

Last column: Löwdin charge in e.
Positions of all 77 atoms, in Å:
Yb 0.324 -0.248 -0.434  1.63
C 1.261 4.274 -0.402  -0.34
O 0.041 2.116 0.393  -0.52
C -0.276 2.201 1.772  -0.25
C -0.935 3.280 2.335  -0.04
C -1.189 3.286 3.698  -0.07
C -0.783 2.219 4.489  -0.08
C -0.121 1.152 3.910  -0.01
C 0.139 1.129 2.547  -0.18
N 0.817 0.060 1.874  -0.03
N 1.389 -0.736 2.665  0.11
C 2.152 -1.782 2.221  -0.13
C 2.553 -1.954 0.886  -0.31
O 2.137 -1.179 -0.055  -0.17
C 3.484 -2.994 0.563  0.01
C 3.964 -3.807 1.526  -0.01
C 3.578 -3.674 2.904  -0.17
C 4.096 -4.537 3.889  -0.04
C 3.722 -4.406 5.200  -0.09
C 2.811 -3.396 5.557  -0.08
C 2.297 -2.544 4.612  -0.03
C 2.673 -2.662 3.259  -0.10
H 1.180 5.158 -1.042  0.05
H 2.067 3.641 -0.770  0.04
H 1.445 4.588 0.625  0.05
H -1.255 4.102 1.711  0.08
H -1.711 4.128 4.136  0.11
H -0.982 2.217 5.553  0.11
H 0.207 0.312 4.506  0.10
H 3.757 -3.102 -0.479  0.12
H 4.657 -4.600 1.266  0.12
H 4.791 -5.314 3.589  0.11
H 4.120 -5.073 5.953  0.10
H 2.505 -3.291 6.591  0.10
H 1.590 -1.777 4.895  0.09
S -0.306 3.455 -0.582  0.96
C -2.041 1.371 -2.126  -0.28
N -3.038 1.910 -1.652  0.08
N -3.675 2.998 -2.237  0.01
C -2.979 4.016 -2.920  -0.27
C -3.458 5.322 -2.806  -0.04
C -2.844 6.360 -3.485  -0.09
C -1.729 6.121 -4.282  -0.10
C -1.255 4.822 -4.397  -0.08
C -1.875 3.767 -3.732  -0.05
N -1.150 0.648 -2.547  0.03
N 0.225 0.814 -2.289  -0.18
C 0.994 -0.118 -3.018  -0.37
C 0.480 -1.085 -3.891  -0.05
C 1.321 -2.010 -4.484  -0.09
C 2.690 -1.997 -4.236  -0.10
C 3.205 -1.026 -3.394  -0.10
C 2.374 -0.086 -2.799  -0.09
H -4.352 3.339 -1.576  0.12
H -4.318 5.520 -2.174  0.11
H -3.235 7.365 -3.383  0.10
H -1.246 6.933 -4.811  0.10
H -0.398 4.611 -5.025  0.11
H -1.494 2.764 -3.866  0.09
H -0.582 -1.107 -4.083  0.10
H 0.901 -2.754 -5.151  0.10
H 3.343 -2.725 -4.702  0.10
H 4.271 -0.984 -3.203  0.10
H 2.792 0.695 -2.175  0.10
Br -5.967 -3.590 2.181  0.75
C -4.407 -3.863 1.156  -0.67
C -4.130 -5.123 0.650  -0.18
N -3.048 -5.389 -0.086  0.08
C -2.211 -4.381 -0.335  -0.06
C -2.419 -3.095 0.140  -0.11
C -3.541 -2.824 0.905  -0.04
C -1.456 -2.010 -0.158  -0.56
O -0.448 -2.227 -0.905  -0.07
O -1.641 -0.859 0.355  -0.09
H -4.808 -5.946 0.843  0.10
H -1.337 -4.595 -0.938  0.13
H -3.717 -1.825 1.279  0.12

- multiplicity = 2
- highest occupied orbital energy (alpha / beta) (hartree) = -0.2703 / -0.2705
- <S²> = 0.75
- net charge = 0
- frontier orbital gap (alpha / beta) (eV) = 6.5 / 6.5



A molecular structure, C36H27F9IrN5O11, computed with wB97M-V/def2-TZVPD.

Last column: Löwdin charge in e.
Positions of all 89 atoms, in Å:
Ir -0.432 -0.530 0.149  1.42
C 4.346 2.771 -5.051  -0.04
O 5.259 2.398 -4.018  -0.05
C 4.776 1.891 -2.869  -0.22
C 5.616 1.394 -1.946  0.02
C 5.109 0.797 -0.728  0.02
C 3.822 0.861 -0.336  -0.09
C 3.299 0.140 0.853  -0.37
C 4.303 -0.321 1.883  0.01
O 2.121 -0.121 0.992  0.03
C 2.931 1.695 -1.160  -0.30
O 2.009 2.351 -0.738  0.15
C 3.294 1.795 -2.651  -0.14
H 4.964 3.006 -5.912  0.10
H 3.774 3.656 -4.767  0.10
H 3.671 1.952 -5.298  0.09
H 6.679 1.386 -2.143  0.12
H 5.825 0.261 -0.117  0.12
H 4.949 0.499 2.202  0.09
H 4.935 -1.105 1.460  0.09
H 3.763 -0.731 2.729  0.07
H 2.743 2.653 -3.043  0.16
C -0.331 3.242 2.355  -0.05
C -1.683 3.551 2.417  -0.06
C -2.600 2.663 1.894  0.00
C -2.159 1.480 1.310  -0.21
N -0.836 1.216 1.217  -0.03
C 0.047 2.066 1.740  -0.10
C -3.026 0.377 0.886  -0.20
C -4.408 0.369 1.067  -0.04
C -5.128 -0.782 0.806  -0.09
C -4.457 -1.931 0.391  -0.08
C -3.088 -1.923 0.192  -0.11
C -2.357 -0.754 0.400  -0.24
H 0.424 3.898 2.766  0.10
H -2.018 4.471 2.880  0.10
H -3.659 2.866 1.950  0.11
H 1.082 1.785 1.636  0.09
H -4.926 1.257 1.406  0.10
H -6.203 -0.792 0.935  0.09
H -5.013 -2.844 0.215  0.10
H -2.576 -2.816 -0.143  0.11
C -2.284 -1.806 -2.586  -0.06
C -1.040 -2.524 -2.139  -0.37
C -0.544 -3.653 -2.753  -0.09
C 0.636 -4.013 -2.064  -0.09
C 0.812 -3.085 -1.061  -0.37
C 2.015 -3.012 -0.173  -0.05
N -0.218 -2.173 -1.083  -0.08
H -3.141 -2.484 -2.591  0.08
H -2.164 -1.436 -3.609  0.07
H -2.553 -0.968 -1.950  0.04
H -0.996 -4.150 -3.600  0.08
H 1.300 -4.840 -2.269  0.08
H 2.544 -3.965 -0.239  0.08
H 1.768 -2.817 0.867  0.04
H 2.707 -2.233 -0.509  0.05
F -1.262 -0.022 3.644  0.17
C -1.413 -1.340 3.796  -0.53
F -2.638 -1.664 3.384  0.18
F -1.378 -1.576 5.124  0.15
C -0.293 -2.129 3.026  -0.31
O -0.027 -1.773 1.772  -0.22
C -0.698 -3.646 3.025  -0.54
F -1.739 -3.859 2.220  0.17
F -1.034 -4.111 4.247  0.15
F 0.315 -4.401 2.583  0.17
C 1.033 -1.971 3.861  -0.53
F 1.020 -2.561 5.069  0.15
F 2.067 -2.499 3.195  0.15
F 1.309 -0.669 4.054  0.15
O -1.190 2.394 -7.447  0.06
N -0.276 1.803 -6.901  -0.36
O 0.740 1.441 -7.472  0.05
C -0.388 1.530 -5.480  -0.15
C 0.631 0.848 -4.834  0.08
C 0.547 0.617 -3.482  -0.06
C -0.594 0.982 -2.674  -0.25
O -0.711 0.796 -1.439  -0.12
C -1.583 1.713 -3.428  -0.03
C -1.488 1.977 -4.777  0.07
N -2.786 2.258 -2.777  -0.33
O -3.067 1.889 -1.659  0.11
O -3.447 3.070 -3.409  0.05
N 1.701 0.064 -2.881  -0.13
O 1.777 -0.433 -1.759  0.04
O 2.918 0.596 -3.380  0.01
H 1.505 0.532 -5.381  0.13
H -2.274 2.528 -5.267  0.13

- multiplicity = 2
- highest occupied orbital energy (alpha / beta) (hartree) = -0.1484 / -0.1483
- <S²> = 0.76
- net charge = -1
- frontier orbital gap (alpha / beta) (eV) = 5.2 / 5.0



The evaluated ΔE to the lowest compared entry with this formula, charge and spin for the records listed, in turn: 1.7, 42.3, 23.9 kcal per mole.